16
Properties=species:S:1:pos:R:3:forces:R:3:lowdin_spin:R:1 method="wB97M-V/def2-TZVPD" e_above_lowest_kj_mol=149.2 gap_ev="8.03 / 4.94" spin_multiplicity=2 lumo_ev="-4.82 / -7.87" e_tot_ha=-954.426813 total_charge=+1 homo_ev="-12.843 / -12.808"
C -0.747563 1.793558 -2.876573 0.5 -0.3 0.0 0.039
S 0.335802 0.534263 -2.124997 -0.5 0.1 -0.2 0.501
S -1.042808 -0.753026 -1.477364 0.4 0.3 -0.1 0.412
H -0.689660 2.655401 -2.221415 -0.2 0.1 0.1 0.013
H -0.352132 2.043730 -3.859343 0.1 -0.1 0.0 0.007
H -1.741557 1.379649 -2.978392 -0.2 0.2 0.1 0.000
H -0.078017 -1.467557 -0.869151 -0.2 -0.3 0.1 0.010
C 1.491793 -0.545350 1.288167 0.4 0.0 0.3 0.002
C 0.273660 -0.336030 2.123997 -0.5 -0.3 0.0 0.008
C -0.786764 -1.126513 2.256301 -0.1 0.1 -0.4 0.009
H 1.380503 -0.997350 0.294897 -0.2 0.3 0.0 0.000
H 2.180780 -1.235265 1.790537 -0.2 0.1 0.1 0.001
H 2.019307 0.402134 1.268311 0.2 0.1 -0.6 0.001
H 0.270958 0.554507 2.739968 0.4 -0.1 0.4 0.000
H -1.453140 -0.996364 3.092296 -0.4 0.3 -0.1 0.000
H -1.061161 -1.905787 1.552762 0.4 -0.4 0.2 0.000